Entry 1:
Computed, not measured: a molecular structure, H5NOSi2, with ωB97M-V with the def2-TZVPD basis set.

Values from the calculation:
Gap between HOMO and LUMO: 0.305 Ha
HOMO level: -9.23 eV
Energy relative to the best compared isomer or geometry (same formula, charge and spin): 352.8 kJ/mol
Charge: 0
Multiplicity: 1

Atoms and positions in Å:
N 0.075 -0.710 0.603
O -0.516 1.234 -1.500
Si 1.356 0.255 0.800
Si -1.423 0.166 -0.880
H 0.217 -1.715 0.514
H 1.622 1.645 1.455
H 2.682 -0.461 0.557
H -1.711 -1.017 -1.729
H -2.301 0.603 0.180

Löwdin atomic charge list, values in e, 4 entries:
1. N -0.3063
2. O -0.5298
3. Si 0.7119
4. Si 0.3839

***

Entry 2:
Computed, not measured: a gas-phase ion, C8H20BN2O (charge -1), with ωB97M-V with the def2-TZVPD basis set.

Values from the calculation:
Gap between HOMO and LUMO: 0.290 Ha
HOMO level: -4.27 eV
Energy relative to the best compared isomer or geometry (same formula, charge and spin): 0.0 kJ/mol
Charge: -1
Multiplicity: 1

Atoms and positions in Å:
C -1.349 2.038 -2.231
C -0.625 0.748 -1.836
O 0.594 0.741 -2.051
N -1.265 -0.280 -1.216
C -2.688 -0.180 -0.941
B -0.749 -1.758 -1.493
C 0.144 -2.346 -0.224
C 1.070 -1.302 0.418
C 0.925 -1.135 1.943
C 0.975 0.328 2.407
C 2.134 1.141 1.829
N 1.643 2.466 1.372
H -0.773 2.482 -3.035
H -1.307 2.730 -1.387
H -2.392 1.931 -2.505
H -2.889 -0.563 0.064
H -3.079 0.831 -0.963
H -3.286 -0.795 -1.616
H -0.159 -1.853 -2.553
H -1.763 -2.462 -1.578
H -0.516 -2.777 0.534
H 0.747 -3.172 -0.614
H 0.930 -0.325 -0.041
H 2.109 -1.576 0.209
H -0.053 -1.530 2.229
H 1.661 -1.724 2.495
H 0.036 0.820 2.157
H 1.061 0.348 3.496
H 2.602 0.616 0.997
H 2.903 1.324 2.579
H 0.964 2.276 0.644
H 2.398 2.959 0.912

Löwdin atomic charge list, values in e, 4 entries:
1. C -0.0264
2. C -0.5417
3. O -0.0303
4. N -0.0646

***

Entry 3:
Computed, not measured: 40 unconnected molecules or ions with the total composition H80O40, with ωB97M-V with the def2-TZVPD basis set.

Values from the calculation:
Gap between HOMO and LUMO (spin up / spin down): 0.076 / 0.355 Ha
HOMO level (spin up / spin down): -0.47 / -8.19 eV
Energy relative to the best compared isomer or geometry (same formula, charge and spin): 856.8 kJ/mol
Charge: -1
Multiplicity: 2

Atoms and positions in Å:
H 0.356 0.998 -1.531
H -0.382 0.341 -0.403
O 0.129 1.211 -0.643
H 2.515 0.546 -3.090
H 1.483 1.131 -4.157
O 1.544 0.840 -3.243
H -0.059 -4.052 1.176
H 0.962 -4.797 0.446
O 0.101 -4.996 0.840
H -1.042 -0.388 3.427
H -0.898 -0.267 1.805
O -1.335 0.004 2.663
H -2.400 -3.643 0.190
H -3.437 -2.855 0.945
O -2.619 -3.257 1.032
H -4.121 -2.079 -2.432
O -3.400 -1.524 -2.709
H -2.872 3.362 1.914
O -3.152 2.500 1.463
H -1.079 4.138 2.643
H -1.993 5.375 2.031
O -2.018 4.475 2.638
H 0.364 -4.329 4.822
H 1.131 -4.681 3.556
O 0.799 -3.892 4.047
H -3.220 1.151 3.899
H -3.202 0.535 2.413
O -3.849 0.634 3.214
H 2.182 5.225 -2.346
H 1.867 5.260 -1.006
O 2.681 5.181 -1.645
H 4.190 1.296 3.408
O 4.432 1.274 2.418
H 2.179 5.177 3.444
H 2.490 4.208 2.459
O 2.980 4.859 2.825
H -0.475 -1.119 -2.135
H 0.620 -0.448 -2.954
O 0.053 -1.334 -2.919
H 1.746 -2.183 -2.422
H 2.985 -2.895 -1.859
O 2.283 -2.372 -1.621
H 1.238 5.202 1.333
H 0.664 6.382 1.118
O 1.569 6.156 1.191
H 2.955 3.297 -0.842
H 2.335 1.900 -1.436
O 2.563 2.472 -0.564
H 5.214 2.943 -0.807
H 5.134 2.146 0.360
O 5.557 2.973 0.107
H -2.985 4.135 -1.170
O -2.077 4.422 -1.189
H 0.899 -3.880 -2.882
H 0.099 -4.680 -1.839
O 0.910 -4.686 -2.224
H -3.873 -3.775 4.185
O -3.124 -3.887 3.624
H -3.208 -2.062 -4.821
H -3.706 -1.007 -5.801
O -3.007 -1.662 -5.712
H 3.314 -1.244 2.838
H 2.053 -2.350 2.973
O 2.482 -1.500 3.215
H 5.464 -0.040 -2.031
H 5.431 -1.378 -3.007
O 4.815 -0.613 -2.638
H -1.954 4.686 -3.659
H -1.411 3.765 -4.462
O -1.421 4.677 -4.530
H -1.295 -2.379 2.840
H 0.128 -2.312 3.482
O -0.319 -2.270 2.662
H 3.483 0.629 0.093
H 4.408 -0.127 1.179
O 4.296 0.250 0.212
H -6.265 -0.614 -2.423
H -5.825 -0.179 -1.004
O -6.068 -0.999 -1.553
H 0.329 -0.689 -5.645
H -0.564 -1.576 -6.592
O 0.273 -1.444 -6.222
H -4.032 3.006 -0.148
H -4.334 2.023 -1.097
O -4.610 2.912 -0.968
H 0.614 2.245 1.776
H 1.430 2.504 0.738
O 0.893 3.049 1.522
H -3.662 -0.493 1.564
O -3.844 -0.886 0.642
H 2.014 -0.981 0.232
H 0.827 -1.162 1.262
O 1.471 -0.525 0.887
H -2.317 5.316 -1.373
H -3.030 -1.427 -1.760
H -3.270 -4.265 2.766
H -2.232 2.266 1.083
H 3.902 1.920 1.781
H -2.986 -0.737 0.148
O 1.167 0.929 3.161
H 1.225 0.156 3.763
H 1.285 0.658 2.197
O -1.168 -1.039 0.121
H -1.552 -1.411 0.986
H -0.246 -1.352 0.169
O 0.694 1.899 -5.838
H 0.841 2.923 -5.878
H 1.001 1.611 -6.616
O -1.664 -3.553 -1.847
H -1.282 -2.818 -1.387
H -2.231 -3.264 -2.377
O -2.474 -5.985 -0.224
H -1.588 -6.145 -0.389
H -2.611 -5.584 0.559
O 4.320 -4.234 1.323
H 3.940 -3.610 0.752
H 4.874 -4.963 0.892
O 0.353 0.065 6.599
H 0.239 0.946 6.263
H -0.511 -0.168 6.916

Löwdin atomic charge list, values in e, 4 entries:
1. H -0.0334
2. H 0.0339
3. O -0.0850
4. H 0.1076

***

Entry 4:
Computed, not measured: 2 unconnected molecules or ions with the total composition C8H16O, with ωB97M-V with the def2-TZVPD basis set.

Values from the calculation:
Gap between HOMO and LUMO: 0.371 Ha
HOMO level: -9.37 eV
Energy relative to the best compared isomer or geometry (same formula, charge and spin): 354.5 kJ/mol
SMILES: C=C1C(C)(C)C1(C)C.O
Charge: 0
Multiplicity: 1

Atoms and positions in Å:
C -2.172 -0.258 -0.522
C -0.916 -0.200 -0.184
C 0.461 0.223 -0.365
C 1.019 -0.241 -1.742
C 1.089 1.622 -0.096
C 0.079 -0.810 0.658
C 0.248 -0.590 2.151
C 0.626 -2.283 0.410
H -2.885 -1.082 -0.034
H -2.523 0.532 -1.188
H 2.031 -0.531 -1.538
H 0.728 0.575 -2.383
H 0.349 -1.090 -2.145
H 0.696 2.100 0.732
H 1.081 2.279 -1.067
H 2.195 1.430 -0.048
H -0.309 0.176 2.709
H 1.326 -0.433 2.407
H 0.158 -1.537 2.779
H -0.024 -3.033 1.014
H 1.609 -2.233 0.872
H 0.618 -2.660 -0.742
O -1.872 2.486 -0.347
H -1.728 3.259 0.147
H -1.020 1.948 -0.119

Löwdin atomic charge list, values in e, 4 entries:
1. C 0.0693
2. C -0.2800
3. C -0.4213
4. C -0.0302

***

Entry 5:
Computed, not measured: a molecular structure, C37H30BrN2O4PSTi, with ωB97M-V with the def2-TZVPD basis set.

Values from the calculation:
Gap between HOMO and LUMO (spin up / spin down): 0.293 / 0.299 Ha
HOMO level (spin up / spin down): -11.25 / -11.28 eV
Energy relative to the best compared isomer or geometry (same formula, charge and spin): 139.5 kJ/mol
Charge: +1
Multiplicity: 2

Atoms and positions in Å:
Ti 0.067 -1.090 0.532
C 7.472 1.313 1.634
C 6.183 0.820 1.031
C 5.058 0.608 1.828
C 3.865 0.181 1.278
C 3.806 -0.035 -0.097
C 4.910 0.160 -0.918
C 6.093 0.585 -0.341
S 2.315 -0.546 -0.817
O 1.871 -1.809 -0.165
O 2.449 -0.579 -2.237
N 1.133 0.397 -0.245
C 1.127 1.807 -0.569
C 1.959 2.394 -1.523
C 1.848 3.757 -1.729
C 0.930 4.490 -0.996
C 0.155 3.809 -0.077
N 0.255 2.497 0.133
H 7.446 1.275 2.722
H 7.658 2.348 1.337
H 8.318 0.718 1.285
H 5.121 0.781 2.896
H 3.001 0.012 1.903
H 4.836 -0.026 -1.982
H 6.965 0.740 -0.967
H 2.653 1.815 -2.112
H 2.478 4.239 -2.466
H 0.817 5.556 -1.133
H -0.575 4.332 0.532
C -6.774 1.150 -1.534
C -6.383 -0.141 -1.198
C -5.082 -0.394 -0.787
C -4.155 0.644 -0.697
C -4.556 1.934 -1.053
C -5.858 2.188 -1.464
P -2.405 0.535 -0.187
C -1.924 -1.200 -0.662
C -2.522 -2.378 -0.195
C -2.260 -3.598 -0.795
C -1.336 -3.688 -1.823
C -0.699 -2.547 -2.286
C -1.008 -1.309 -1.729
C -2.504 0.366 1.648
C -3.658 -0.023 2.339
C -3.693 0.020 3.721
C -2.580 0.456 4.440
C -1.432 0.839 3.773
C -1.396 0.802 2.384
H -7.788 1.341 -1.863
H -7.094 -0.956 -1.261
H -4.800 -1.412 -0.560
H -3.838 2.746 -1.008
H -6.150 3.193 -1.742
H -3.210 -2.334 0.640
H -2.760 -4.489 -0.439
H -1.110 -4.651 -2.264
H 0.013 -2.603 -3.098
H -0.640 -0.403 -2.189
H -4.541 -0.331 1.791
H -4.598 -0.268 4.244
H -2.622 0.508 5.520
H -0.570 1.190 4.326
H -0.540 1.212 1.856
Br 1.415 -5.500 2.530
C -0.118 -4.893 3.448
C -0.717 -5.727 4.374
C -1.847 -5.295 5.057
C -2.366 -4.028 4.833
C -1.744 -3.184 3.927
C -0.623 -3.617 3.227
C -0.078 -2.719 2.185
O 0.317 -1.524 2.430
O -0.109 -3.059 0.965
H -0.303 -6.710 4.555
H -2.318 -5.956 5.773
H -3.249 -3.695 5.366
H -2.124 -2.183 3.752

Löwdin atomic charge list, values in e, 4 entries:
1. Ti 1.0655
2. C -0.0348
3. C -0.2428
4. C -0.0150

***

Entry 6:
Computed, not measured: a molecular structure, C28H55CsFN7O9P2, with ωB97M-V with the def2-TZVPD basis set.

Values from the calculation:
Gap between HOMO and LUMO: 0.327 Ha
HOMO level: -8.68 eV
Charge: 0
Multiplicity: 1

Atoms and positions in Å:
Cs 1.128 -0.441 0.364
F 4.294 3.597 6.416
C 4.061 3.811 5.122
C 3.103 3.194 4.437
N 2.892 3.451 3.092
C 1.873 2.654 2.393
C 2.376 1.239 2.208
O 1.801 0.350 2.870
O 3.299 1.073 1.343
C 3.663 4.322 2.385
O 3.552 4.528 1.187
N 4.658 4.944 3.121
C 4.946 4.781 4.465
O 5.851 5.364 5.011
H 2.450 2.450 4.873
H 1.668 3.163 1.454
H 0.966 2.662 2.997
H 5.242 5.585 2.601
O 0.412 -2.537 -0.652
P -0.688 -3.436 -0.160
N -1.469 -2.774 1.138
C -0.802 -1.857 2.131
C -1.349 -2.314 3.489
C -1.831 -3.735 3.257
C -2.413 -3.645 1.862
N -0.020 -4.903 0.168
C -0.733 -6.193 0.187
C 0.345 -7.199 -0.202
C 1.585 -6.605 0.438
C 1.438 -5.109 0.164
N -1.907 -3.749 -1.189
C -1.603 -4.235 -2.538
C -2.969 -4.269 -3.199
C -3.625 -3.004 -2.668
C -3.105 -2.876 -1.233
H -1.045 -0.814 1.913
H 0.283 -1.952 2.082
H -2.187 -1.679 3.784
H -0.591 -2.226 4.267
H -2.556 -4.068 3.999
H -0.992 -4.436 3.254
H -3.406 -3.181 1.868
H -2.521 -4.608 1.367
H -1.577 -6.158 -0.502
H -1.134 -6.418 1.181
H 0.452 -7.221 -1.289
H 0.119 -8.212 0.133
H 2.521 -7.002 0.048
H 1.572 -6.787 1.515
H 1.844 -4.825 -0.809
H 1.940 -4.500 0.915
H -1.114 -5.209 -2.489
H -0.924 -3.540 -3.046
H -3.521 -5.153 -2.868
H -2.904 -4.305 -4.286
H -4.714 -3.043 -2.705
H -3.314 -2.140 -3.256
H -3.836 -3.214 -0.497
H -2.846 -1.849 -0.983
C -0.356 5.270 -0.670
C -1.284 4.604 0.326
C -2.742 4.806 -0.024
C -0.990 5.099 1.728
O -1.038 3.157 0.408
P -0.661 2.167 -0.778
O -0.893 0.764 -0.297
O 0.734 2.471 -1.271
O -1.687 2.542 -1.932
C -2.466 1.619 -2.757
C -1.557 0.575 -3.378
C -3.552 0.999 -1.904
C -3.058 2.513 -3.824
H -0.562 6.344 -0.660
H -0.490 4.916 -1.689
H 0.683 5.114 -0.389
H -2.985 5.871 0.017
H -3.376 4.284 0.693
H -2.980 4.435 -1.015
H -1.291 6.140 1.847
H 0.076 5.031 1.939
H -1.533 4.501 2.459
H -1.141 -0.104 -2.641
H -0.744 1.051 -3.925
H -2.144 -0.008 -4.094
H -3.143 0.416 -1.088
H -4.171 0.352 -2.532
H -4.197 1.774 -1.489
H -2.271 3.000 -4.399
H -3.686 3.283 -3.380
H -3.673 1.934 -4.514
N 3.365 2.678 -0.888
C 4.043 2.145 -2.109
C 3.541 0.754 -2.435
N 4.003 -0.318 -1.560
H 3.677 3.606 -0.596
H 3.501 2.069 -0.047
H 2.314 2.711 -1.052
H 5.119 2.149 -1.919
H 3.829 2.842 -2.921
H 3.839 0.514 -3.459
H 2.449 0.786 -2.441
H 3.866 -0.102 -0.577
H 4.993 -0.497 -1.690

Löwdin atomic charge list, values in e, 4 entries:
1. Cs 1.7306
2. F 0.1028
3. C -0.1836
4. C 0.0688

***

| no. | E (a.u.) | strongest force on any atom (eV/A) |
| --- | --- | --- |
| 1 | -711.9220 | 1.79 |
| 2 | -526.4685 | 1.41 |
| 3 | -3057.2262 | 11.38 |
| 4 | -389.5178 | 4.18 |
| 5 | -6001.3389 | 1.60 |
| 6 | -2963.4149 | 2.83 |